The following is a DFT calculation (the ωB97M-V functional and the def2-TZVPD basis) of a structure of composition C35H31BrCl2N6O2PtSe in a non-equilibrium geometry.

Output
Relative energy (zero: lowest compared OMol25 entry of this formula, charge and spin) in kJ/mol: 1274.1
Spin multiplicity: 5
Charge: 0
DFT total energy in eV: -213498.337
Kohn-Sham gap (alpha / beta) in eV: 6.5 / 5.9

Positions of all 79 atoms, in Å:
Pt1 0.8887 0.8023 -0.8155
N1 2.6602 -0.1606 -0.4546
C1 3.8885 0.3580 -1.0219
C2 4.8151 -0.5602 -1.4931
C3 5.9869 -0.1327 -2.0911
C4 6.2153 1.2288 -2.2184
C5 5.2894 2.1346 -1.7318
C6 4.1088 1.7312 -1.0994
C7 3.1708 2.7496 -0.5536
C8 3.7234 3.9600 -0.1149
C9 2.9319 5.0060 0.3200
C10 1.5526 4.8525 0.3132
C11 0.9973 3.6447 -0.0744
C12 1.7778 2.5564 -0.4867
H1 2.5376 -1.1137 -0.7952
H2 2.7078 -0.2340 0.5650
H3 4.6013 -1.6194 -1.4060
H4 6.7001 -0.8537 -2.4673
H5 7.1094 1.5892 -2.7101
H6 5.4676 3.1914 -1.8756
H7 4.7996 4.0772 -0.0930
H8 3.3875 5.9290 0.6553
H9 0.9091 5.6683 0.6215
H10 -0.0780 3.5287 -0.0525
N2 -2.8329 -1.9295 -3.2897
C13 -3.3239 -2.5257 -2.2151
C14 -4.4620 -3.2565 -1.9590
C15 -4.9909 -3.3645 -0.6730
C16 -4.5000 -2.7144 0.4978
C17 -3.2883 -2.1507 0.7222
N3 -1.2177 -1.1503 -0.4119
H11 -3.3693 -1.9469 -4.1485
H12 -2.1585 -1.1709 -3.2161
H13 -5.0106 -3.6780 -2.7990
H14 -5.9380 -3.8758 -0.5719
H15 -5.1952 -2.6208 1.3261
H16 -2.9140 -1.4749 1.4748
C18 1.2371 2.2977 2.8895
N4 1.2120 1.4089 4.0370
C19 1.5150 1.7558 5.3370
C20 1.3897 0.6424 6.0842
N5 1.0102 -0.3764 5.2320
C21 0.7938 -1.7551 5.6230
C22 0.9043 0.0942 3.9653
Se1 0.3961 -0.8187 2.4470
H17 0.3310 2.1606 2.3044
H18 2.0854 2.0725 2.2458
H19 1.3105 3.3231 3.2426
H20 1.7877 2.7591 5.6094
H21 1.5332 0.4822 7.1373
H22 0.2589 -1.7810 6.5704
H23 1.7449 -2.2780 5.7228
H24 0.2036 -2.2369 4.8480
Br1 -7.7200 2.0964 -1.0038
C23 -5.8546 1.9567 -1.3202
C24 -4.9700 2.2402 -0.2924
C25 -3.6093 2.1056 -0.5213
C26 -3.1384 1.6967 -1.7637
C27 -4.0438 1.4443 -2.7860
C28 -5.4078 1.5686 -2.5724
C29 -1.6707 1.4335 -1.9914
O1 -1.2827 0.9928 -3.0729
O2 -0.9319 1.6849 -0.9690
H25 -5.3418 2.5539 0.6732
H26 -2.8978 2.2973 0.2703
H27 -3.6608 1.1494 -3.7540
H28 -6.1160 1.3666 -3.3641
Cl1 2.5089 -2.6897 -3.2660
C30 1.1165 -3.1477 -2.2171
C31 1.0165 -4.5776 -2.0740
C32 0.2477 -5.3960 -1.3157
C33 -0.8735 -5.2179 -0.4263
C34 -1.6012 -4.1529 -0.0861
Cl2 -2.0213 -2.6899 -0.3786
C35 0.5853 -2.0947 -1.6300
N6 -0.0392 -1.1693 -1.0007
H29 1.7602 -5.0873 -2.6748
H30 0.5143 -6.4418 -1.4255
H31 -1.2292 -6.1474 0.0100

The following is a DFT calculation (the ωB97M-V functional and the def2-TZVPD basis) of a structure of composition C35H31Cl3N2NaO2P.

Output
Relative energy (zero: lowest compared OMol25 entry of this formula, charge and spin) in kJ/mol: 20.5
Charge: -2
DFT total energy in eV: -95145.975
Kohn-Sham gap (alpha / beta) in eV: 6.7 / 6.9

Positions of all 75 atoms, in Å:
Na1 -0.1571 -0.5409 0.8730
C1 -0.3976 2.8414 0.3279
C2 0.9323 2.6725 0.5636
C3 1.5612 2.4013 -0.7232
C4 0.5659 2.4332 -1.7477
C5 -0.6337 2.6815 -1.1285
C6 -1.9875 2.7995 -1.7330
C7 0.8186 2.2361 -3.2118
C8 3.0059 2.1196 -0.9173
C9 1.6742 2.7131 1.8590
C10 -1.4995 3.1008 1.2967
H1 -2.3597 3.8295 -1.6824
H2 -2.7075 2.1764 -1.1942
H3 -1.9999 2.4837 -2.7757
H4 1.5305 2.9678 -3.6058
H5 -0.1035 2.3360 -3.7871
H6 1.2243 1.2468 -3.4368
H7 3.6081 3.0163 -0.7273
H8 3.2234 1.7769 -1.9294
H9 3.3540 1.3529 -0.2229
H10 2.5429 3.3768 1.7985
H11 2.0314 1.7192 2.1386
H12 1.0358 3.0518 2.6738
H13 -2.0877 3.9794 1.0081
H14 -1.1207 3.2426 2.3072
H15 -2.1845 2.2498 1.3510
O1 -2.7040 -3.9104 0.3696
C11 -2.0842 -2.9802 -0.1436
O2 -1.0668 -2.3520 0.2781
C12 -2.5557 -2.4523 -1.5318
P1 -1.4492 -1.0596 -1.9765
C13 -2.0465 -0.6237 -3.6745
C14 -3.2547 0.0729 -3.7716
C15 -3.7826 0.4448 -4.9981
C16 -3.1004 0.1440 -6.1705
C17 -1.8906 -0.5301 -6.0945
C18 -1.3736 -0.9111 -4.8618
C19 0.1349 -1.8947 -2.3733
C20 1.3157 -1.2409 -2.0372
C21 2.5577 -1.8400 -2.2144
C22 2.6297 -3.1176 -2.7455
C23 1.4596 -3.7835 -3.0980
C24 0.2258 -3.1809 -2.9089
H16 -3.5756 -2.0700 -1.4437
H17 -2.5718 -3.2598 -2.2650
H18 -3.7906 0.3365 -2.8649
H19 -4.7238 0.9810 -5.0348
H20 -3.5052 0.4380 -7.1316
H21 -1.3390 -0.7654 -6.9972
H22 -0.4242 -1.4294 -4.8188
H23 1.2657 -0.2573 -1.5813
H24 3.4711 -1.3511 -1.8909
H25 3.6008 -3.5884 -2.8407
H26 1.5077 -4.7922 -3.4932
H27 -0.6770 -3.7250 -3.1595
Cl1 4.1077 -3.9715 0.4617
C25 4.4044 -2.3800 1.0049
Cl2 5.5184 -2.1820 2.2929
Cl3 5.8170 -1.3293 -1.1646
C26 3.3240 -1.4777 0.9619
N1 2.4782 -0.6994 0.8558
N2 -0.6688 -0.7990 11.0742
C27 -0.6278 -0.6440 9.9331
C28 -0.5791 -0.4485 8.5090
C29 -0.7588 -1.5289 7.6426
C30 -0.7293 -1.3338 6.2768
C31 -0.5251 -0.0557 5.7234
C32 -0.3329 1.0145 6.6176
C33 -0.3616 0.8267 7.9843
C34 -0.5165 0.1457 4.3193
C35 -0.5133 0.3218 3.0994
H28 -0.9198 -2.5214 8.0430
H29 -0.8660 -2.1696 5.6042
H30 -0.1600 2.0008 6.2085
H31 -0.2133 1.6658 8.6518

The following is a DFT calculation (the ωB97M-V functional and the def2-TZVPD basis) of a structure of composition C35H31ClI2NO2Sn.

Output
Relative energy (zero: lowest compared OMol25 entry of this formula, charge and spin) in kJ/mol: 0.0
Charge: -1
DFT total energy in eV: -76941.613
Kohn-Sham gap in eV: 6.2

Positions of all 73 atoms, in Å:
Sn1 0.3470 0.2180 -0.0443
O1 -0.0629 -1.5111 1.0617
C1 -1.1095 -2.2477 1.5640
C2 -2.4159 -1.4093 1.6402
C3 -3.0196 -1.2030 0.2827
C4 -4.1778 -1.8667 -0.1090
C5 -4.6272 -1.7027 -1.4054
C6 -3.9174 -0.8873 -2.2709
C7 -2.7714 -0.2527 -1.8079
C8 -1.9307 0.6470 -2.6636
C9 -0.5879 0.0048 -3.1236
O2 0.1764 -0.3968 -2.0579
C10 -0.8122 -1.2051 -4.0427
C11 -1.8783 -1.3188 -4.9278
C12 -2.0012 -2.4179 -5.7696
C13 -1.0473 -3.4224 -5.7440
C14 0.0225 -3.3190 -4.8632
C15 0.1337 -2.2268 -4.0182
C16 0.1493 1.0940 -3.9423
C17 -0.3592 1.5897 -5.1409
C18 0.2888 2.6017 -5.8322
C19 1.4712 3.1350 -5.3370
C20 1.9940 2.6377 -4.1535
C21 1.3403 1.6257 -3.4623
N1 -2.3509 -0.4100 -0.5504
C22 -0.6664 -2.7056 2.9628
C23 -1.3640 -2.4845 4.1395
C24 -0.8450 -2.8933 5.3680
C25 0.3760 -3.5377 5.4302
C26 1.0838 -3.7679 4.2523
C27 0.5694 -3.3524 3.0402
C28 -1.4089 -3.4760 0.6946
C29 -2.1321 -4.5548 1.1926
C30 -2.5035 -5.6061 0.3654
C31 -2.1503 -5.5915 -0.9766
C32 -1.4166 -4.5242 -1.4778
C33 -1.0440 -3.4756 -0.6482
H1 -2.1475 -0.4473 2.0821
H2 -3.1586 -1.8995 2.2725
H3 -4.6852 -2.5231 0.5854
H4 -5.5192 -2.2142 -1.7457
H5 -4.2476 -0.7421 -3.2900
H6 -1.6459 1.5184 -2.0690
H7 -2.5007 1.0090 -3.5200
H8 -2.6325 -0.5448 -4.9696
H9 -2.8466 -2.4855 -6.4437
H10 -1.1374 -4.2800 -6.3990
H11 0.7737 -4.0990 -4.8281
H12 0.9524 -2.1435 -3.3164
H13 -1.2717 1.1749 -5.5513
H14 -0.1281 2.9703 -6.7616
H15 1.9831 3.9230 -5.8756
H16 2.9232 3.0313 -3.7603
H17 1.7688 1.2229 -2.5576
H18 -2.3172 -1.9730 4.1258
H19 -1.4036 -2.6983 6.2753
H20 0.7805 -3.8551 6.3828
H21 2.0457 -4.2644 4.2850
H22 1.1267 -3.5016 2.1244
H23 -2.4066 -4.5756 2.2418
H24 -3.0643 -6.4393 0.7728
H25 -2.4394 -6.4089 -1.6257
H26 -1.1361 -4.4970 -2.5230
H27 -0.4819 -2.6411 -1.0500
I1 2.7329 3.4450 0.9575
C34 3.2332 1.7364 2.1020
I2 1.8015 1.1147 3.5335
H28 4.1434 1.9706 2.6375
H29 3.3789 0.9256 1.3974
Cl1 3.6581 -0.0624 -1.0356
C35 2.2579 -0.9258 -0.2340
H30 2.6264 -1.2993 0.7216
H31 2.0229 -1.7677 -0.8817

Look up the DFT total energy of the first one. -213498.337 eV

relative energy (zero: lowest compared OMol25 entry of this formula, charge and spin) of number 2 (C35H31Cl3N2NaO2P)? 20.5 kJ/mol